one.
Formula: C3H4N3
Source: the OMol25 dataset
Level of theory: wB97M-V/def2-TZVPD

- frontier orbital gap (eV) = 8.8
- molar mass (Da) = 82.09
- net charge = +1

Each line ends with the natural charge from an NBO analysis.
Element x y z (Å)
C -0.7786 -0.1087 1.4445  -0.13
H -1.6447 -0.4545 2.1060  0.29
C 0.7093 0.3135 -1.7984  -0.37
N -0.8103 -0.3683 0.0733  -0.44
N 1.4802 0.4591 1.8510  0.17
C -0.0100 0.1168 -0.7533  0.39
H -1.6157 -0.7502 -0.3659  0.46
H 0.6169 1.1239 -2.4477  0.28
H 1.6186 -0.3970 -1.9444  0.30
N 0.4342 0.0653 1.8350  0.05

***

two.
Formula: C3H4N3
Source: the OMol25 dataset
Level of theory: wB97M-V/def2-TZVPD

- frontier orbital gap (eV) = 9.3
- SMILES string = C=C=NNC#[NH+]
- molar mass (Da) = 82.09
- net charge = +1

Each line ends with the natural charge from an NBO analysis.
Element x y z (Å)
C -2.2626 0.3922 0.0198  -0.48
H 2.9857 1.8865 0.2086  0.51
N 0.9197 -1.0430 0.0335  -0.43
N 2.4077 1.0815 0.0561  -0.45
C -1.2961 -0.4569 -0.1250  0.37
H -2.6781 0.7201 -0.9001  0.26
N -0.4601 -1.3002 -0.0744  -0.23
C 1.6873 0.1602 0.0550  0.76
H 1.4583 -1.8017 -0.1823  0.44
H -2.7618 0.3613 0.9088  0.26

***

Pick one: it beats the second-best structure by 0.260 eV.

***

one.
Formula: C2H2ClI
Source: the OMol25 dataset
Level of theory: wB97M-V/def2-TZVPD

- frontier orbital gap (eV) = 9.6
- SMILES string = Cl/C=C/I
- molar mass (Da) = 188.40

Each line ends with the natural charge from an NBO analysis.
Element x y z (Å)
C 0.4751 0.3262 -0.1547  -0.40
H 0.7838 0.3317 -1.2983  0.24
H -0.4521 -0.5140 1.4414  0.22
Cl -1.3902 -1.5598 -0.4872  0.02
I 1.5438 1.9319 0.5494  0.18
C -0.4162 -0.4450 0.3817  -0.26

***

two.
Formula: C2H2ClI
Source: the OMol25 dataset
Level of theory: wB97M-V/def2-TZVPD

- frontier orbital gap (eV) = 10.0
- SMILES string = C#CI.Cl
- molar mass (Da) = 188.40

Each line ends with the natural charge from an NBO analysis.
Element x y z (Å)
H -1.0960 -0.6724 1.0051  0.22
C -0.5117 1.3501 0.5487  -0.27
I 0.1847 3.1380 -0.0268  0.30
Cl 1.7604 -2.1072 -1.1280  -0.27
C -0.8418 0.1835 0.5741  -0.25
H 0.5044 -1.8919 -0.9731  0.27

***

Pick one: it beats the second-best structure by 1.317 eV.

***

one.
Formula: C5H8O2
Source: the OMol25 dataset
Level of theory: wB97M-V/def2-TZVPD

- frontier orbital gap (eV) = 10.5
- SMILES string = O=C1CC[C@@H]1CO
- molar mass (Da) = 100.12

Each line ends with the natural charge from an NBO analysis.
Element x y z (Å)
O -1.6319 -2.1788 -0.5397  -0.50
H -0.2707 0.8179 -1.5209  0.20
C -1.2907 -1.0821 -0.1948  0.64
H 3.3207 0.3782 0.2852  0.47
H 1.7568 -0.5388 -1.1591  0.16
H -2.2729 0.6441 0.7730  0.22
H -0.4406 1.8908 -0.0848  0.22
C -1.9456 0.3561 -0.2369  -0.52
H 0.0382 -0.1802 1.3533  0.22
H -2.6863 0.7455 -0.9496  0.23
C 1.6161 -0.5185 -0.0692  -0.06
C -0.5415 0.8797 -0.4580  -0.40
H 1.9826 -1.4619 0.3514  0.17
C 0.1204 -0.2946 0.2610  -0.33
O 2.3854 0.5627 0.4712  -0.73

***

two.
Formula: C5H8O2
Source: the OMol25 dataset
Level of theory: wB97M-V/def2-TZVPD

- frontier orbital gap (eV) = 11.1
- SMILES string = C#C[C@](C)(O)CO
- molar mass (Da) = 100.12

Each line ends with the natural charge from an NBO analysis.
Element x y z (Å)
C 2.3284 0.3176 -0.1677  -0.27
C -0.1943 -0.4291 -0.2553  0.14
H -0.0460 1.0998 1.2603  0.18
O -0.4447 1.9412 -0.6205  -0.73
H -1.7010 0.8725 0.5651  0.19
H -0.8102 0.3347 -1.8780  0.49
C -0.6296 0.9227 0.3477  -0.07
C 1.2813 -0.2531 -0.3560  -0.01
C -0.5766 -1.6005 0.6370  -0.61
H -0.3796 -2.5673 0.1630  0.23
H 0.5116 2.0806 -0.7163  0.48
H -1.6443 -1.5602 0.8682  0.22
H 3.1433 0.9544 0.0798  0.24
H -0.0165 -1.5507 1.5734  0.22
O -0.8219 -0.5627 -1.5006  -0.70

***

three.
Formula: C5H8O2
Source: the OMol25 dataset
Level of theory: wB97M-V/def2-TZVPD

- frontier orbital gap (eV) = 10.9
- SMILES string = C#C[C@](C)(O)CO
- molar mass (Da) = 100.12

Each line ends with the natural charge from an NBO analysis.
Element x y z (Å)
C -0.6279 -1.4869 0.6465  -0.60
C -0.1666 -0.2882 -0.1729  0.14
C -0.7200 1.0307 0.4288  -0.06
C 1.3121 -0.1737 -0.1979  -0.04
O -0.6766 -0.5201 -1.4708  -0.69
H -1.7198 0.8611 0.8374  0.19
H -1.7128 -1.5730 0.5269  0.22
H -0.3010 0.1359 -2.0685  0.47
C 2.5028 0.0124 -0.1743  -0.24
H -0.0610 1.3404 1.2553  0.17
H 0.0163 2.2329 -0.9026  0.46
H -0.3864 -1.3706 1.7064  0.22
H -0.1635 -2.3989 0.2642  0.23
H 3.5611 0.1540 -0.1387  0.24
O -0.8567 2.0439 -0.5399  -0.71

***

Pick one: it beats the second-best structure by 0.569 eV.

***

one.
Formula: C6H4N2
Source: the OMol25 dataset
Level of theory: wB97M-V/def2-TZVPD

- frontier orbital gap (eV) = 9.3
- SMILES string = C=C1CC1=C=NC#N
- molar mass (Da) = 104.11

Each line ends with the natural charge from an NBO analysis.
Element x y z (Å)
C 1.5436 2.9198 0.5555  0.40
C -1.0108 -0.3440 -1.0776  -0.40
C -0.5190 0.2269 0.1645  -0.26
H 0.0768 -2.5767 1.4663  0.21
H -2.0832 -0.5300 -1.2416  0.25
C -0.1444 -2.3567 0.4356  -0.37
H -0.0893 -3.1759 -0.2908  0.21
H -0.2288 -0.0617 -1.8381  0.24
N 0.4237 2.3753 0.9964  -0.49
C 0.0164 1.2800 0.5933  0.52
N 2.5218 3.4143 0.1780  -0.34
C -0.5068 -1.1712 0.0583  0.03

***

two.
Formula: C6H4N2
Source: the OMol25 dataset
Level of theory: wB97M-V/def2-TZVPD

- frontier orbital gap (spin up / spin down) (eV) = 7.6 / 8.1
- molar mass (Da) = 104.11

Each line ends with the natural charge from an NBO analysis.
Element x y z (Å)
N -0.2654 -2.9956 2.1749  -0.24
C -0.1727 -1.9825 1.5994  0.17
H 0.0507 1.2509 0.7503  0.22
N -3.1062 0.7857 -1.8241  -0.23
H 1.2039 -0.3917 -0.9444  0.23
H -1.3970 0.8571 1.4117  0.23
C -0.0225 -0.8742 0.8480  0.02
C 0.1881 -0.8038 -0.6779  -0.43
H 0.0841 -1.5399 -1.3906  0.23
C -0.6941 0.5414 0.7161  -0.41
C -2.2475 0.2005 -1.2847  0.18
C -1.0328 0.1329 -0.6740  0.02

***

Pick one: it beats the second-best structure by 0.399 eV.

***

one.
Formula: C3H12N2O2
Source: the OMol25 dataset
Level of theory: wB97M-V/def2-TZVPD

- frontier orbital gap (eV) = 8.3
- SMILES string = C/C(N)=C/N.O.O
- molar mass (Da) = 108.14

Each line ends with the natural charge from an NBO analysis.
Element x y z (Å)
H -0.8780 -1.4005 -1.3533  0.39
H 0.6826 -1.2632 2.6387  0.22
C 0.3557 -0.2686 2.3510  -0.64
H -2.0716 -2.3104 -0.6928  0.36
H -1.1766 1.0817 -0.2116  0.39
O 0.7568 -0.3612 -2.7508  -0.96
H 0.9140 1.6586 -0.8637  0.49
H -0.4855 1.7898 1.1815  0.38
O 1.4507 2.2899 -1.3884  -0.98
C -1.0125 -1.2827 0.6052  -0.09
H -1.1652 -2.0863 1.3182  0.18
N -1.6341 -1.4194 -0.6783  -0.85
N -0.4187 1.0894 0.4622  -0.86
H -0.4288 -0.0256 3.0848  0.21
H 0.6624 -0.5724 -3.6833  0.47
H 1.1268 0.4867 2.4935  0.21
C -0.2887 -0.2293 0.9800  0.11
H 1.5006 0.2545 -2.7488  0.49
H 2.1101 2.5691 -0.7442  0.46

***

two.
Formula: C3H12N2O2
Source: the OMol25 dataset
Level of theory: wB97M-V/def2-TZVPD

- frontier orbital gap (eV) = 4.1
- molar mass (Da) = 108.14

Each line ends with the natural charge from an NBO analysis.
Element x y z (Å)
O 2.1132 -0.3820 0.9992  -1.13
H -1.9150 1.7892 0.4552  0.30
C 0.0819 1.5882 0.2628  -0.07
H 0.1098 -2.1068 -2.0484  0.18
H 0.9920 -1.0339 -1.0744  0.21
H 0.9431 0.3285 1.4762  0.51
H 2.9328 -0.3091 1.4992  0.44
H 0.3385 2.6249 0.6237  0.24
H -0.9315 -1.0267 -0.2179  0.37
H 0.8814 1.1429 -0.3836  0.24
N -1.4100 0.5465 -1.1723  -0.30
H 1.1416 -2.8913 -0.9594  0.20
H -1.8931 0.8634 -2.0384  0.34
H -0.1040 -1.9187 0.8362  0.37
N -0.5692 -1.9829 -0.0667  -0.75
C 0.5023 -2.0270 -1.0411  -0.42
O 0.0032 0.7690 1.3957  -0.63
H -1.4186 2.6670 -1.0983  0.22
C -1.2798 1.7883 -0.4652  -0.33

***

Pick one: it beats the second-best structure by 7.123 eV.

***

one.
Formula: C3H12N2O2
Source: the OMol25 dataset
Level of theory: wB97M-V/def2-TZVPD

- frontier orbital gap (eV) = 10.1
- SMILES string = [H]/N=C/NCC.O.O
- molar mass (Da) = 108.14

Each line ends with the natural charge from an NBO analysis.
Element x y z (Å)
H -0.3788 -1.1994 0.9749  0.40
H -0.6328 2.2931 0.1868  0.49
H 2.1043 -1.9297 0.1069  0.18
H 1.9984 -0.3944 2.1027  0.21
N -1.9903 -1.1615 -0.9831  -0.80
C 1.9759 -0.0146 1.0830  -0.62
N 0.1019 -1.2631 0.0874  -0.60
C -0.7051 -1.2507 -0.9813  0.31
H -0.7752 2.9504 -1.1434  0.46
H -0.1453 -1.2520 -1.9212  0.15
H 2.9928 0.2818 0.8229  0.22
H -2.2783 -1.1935 -1.9503  0.35
C 1.5318 -1.0090 0.0011  -0.20
H 1.3090 0.8433 1.0412  0.23
H -2.8627 0.9434 1.1414  0.48
H 1.7110 -0.5675 -0.9751  0.20
H -1.9010 0.3739 0.1381  0.50
O -0.1188 2.5232 -0.5991  -0.97
O -1.9369 1.0263 0.8670  -1.00

***

two.
Formula: C3H12N2O2
Source: the OMol25 dataset
Level of theory: wB97M-V/def2-TZVPD

- frontier orbital gap (eV) = 8.3
- SMILES string = C/C(N)=C/N.O.O
- molar mass (Da) = 108.14

Each line ends with the natural charge from an NBO analysis.
Element x y z (Å)
H -1.1918 0.0133 -3.1516  0.46
H -0.1246 -0.8838 -2.7612  0.47
H 1.4794 -1.5314 1.0848  0.41
H 0.0025 1.2802 -1.2394  0.39
N 0.5758 -2.0052 0.8853  -0.84
O -0.3080 -0.1848 -3.3990  -0.93
H -1.5395 -1.8197 0.7912  0.18
H -2.5878 1.0660 -0.0011  0.20
H -1.3141 2.0804 0.9080  0.22
H 2.2637 0.6234 0.1427  0.49
O 2.8541 0.4658 0.9142  -0.98
N 0.2822 0.7877 -0.3947  -0.89
H 3.6990 0.7536 0.6338  0.47
C -0.6148 0.0687 0.4212  -0.02
C -1.6850 1.0034 0.8189  -0.64
C -0.5501 -1.2266 0.6313  0.03
H 0.3266 -2.7739 1.5289  0.38
H -2.1504 0.7920 1.8908  0.21
H 0.5828 1.4910 0.2959  0.35

***

Pick one: it beats the second-best structure by 2.297 eV.